#a
This record from the OMol25 dataset describes a single C4H10N2OS molecule. The level of theory is ωB97M-V with the def2-TZVPD basis set.

Last column: Löwdin charge in e.
Geometry (Å):
C 0.068 0.136 2.354  -0.088
N -0.887 -0.585 1.531  0.023
C -1.075 -0.637 0.166  -0.451
O -1.943 -1.369 -0.264  0.053
C -0.245 0.278 -0.767  -0.390
N -0.803 0.222 -2.105  0.047
C 1.203 -0.239 -0.772  -0.519
S 2.397 1.070 -1.224  0.681
H 0.921 0.590 1.850  0.069
H 0.550 -0.450 3.132  0.085
H -0.447 1.011 2.770  0.086
H -1.449 -1.211 2.080  0.132
H -0.328 1.324 -0.491  0.134
H -1.080 -0.698 -2.383  0.071
H -1.621 0.797 -2.158  0.075
H 1.528 -0.575 0.199  0.045
H 1.287 -1.073 -1.466  0.082
H 1.924 1.408 -2.452  -0.135

**Net charge**: 0
**LUMO energy**: 0.028 hartree
**HOMO-LUMO gap**: 9.8 eV
**Molar mass**: 134.20 g mol⁻¹
**2S+1**: 1

#b
This record from the OMol25 dataset describes a single C4H10N2OS molecule. The level of theory is ωB97M-V with the def2-TZVPD basis set.

Last column: Löwdin charge in e.
Geometry (Å):
C -0.449 -2.195 0.938  -0.078
N 0.201 -1.756 -0.283  0.024
C 0.497 -0.492 -0.650  -0.523
O 1.194 -0.261 -1.618  0.037
C -0.071 0.621 0.240  -0.405
N 0.845 0.784 1.340  0.064
C -0.318 1.884 -0.636  -0.548
S -1.379 1.573 -2.033  0.738
H 0.190 -2.054 1.807  0.080
H -0.627 -3.258 0.808  0.082
H -1.408 -1.682 1.062  0.082
H 0.651 -2.445 -0.877  0.146
H -1.052 0.327 0.618  0.120
H 1.813 0.964 1.115  0.088
H 0.558 1.472 2.017  0.077
H -0.824 2.619 -0.001  0.065
H 0.648 2.353 -0.836  0.085
H -0.468 1.546 -3.011  -0.131

**Net charge**: 0
**LUMO energy**: 0.032 hartree
**HOMO-LUMO gap**: 9.6 eV
**Molar mass**: 134.20 g mol⁻¹
**2S+1**: 1

#c
This record from the OMol25 dataset describes a single C4H10N2OS molecule. The level of theory is ωB97M-V with the def2-TZVPD basis set.

Last column: Löwdin charge in e.
Geometry (Å):
C -0.333 -0.829 -1.014  -0.172
C 0.355 0.343 -0.241  -0.649
C 1.669 0.807 -0.869  -0.036
C 0.700 -0.056 1.237  -0.091
N -1.563 -1.221 -0.244  -0.300
N -0.503 1.486 0.057  0.035
O -3.416 -0.101 1.136  -0.533
S -2.668 0.021 -0.121  0.957
H -0.461 -0.397 -1.997  0.108
H 0.134 -1.838 -1.071  0.134
H 1.458 1.100 -1.875  0.079
H 2.290 -0.024 -1.058  0.075
H 2.057 1.489 -0.263  0.034
H 1.434 0.663 1.706  0.093
H 1.252 -1.127 1.370  0.121
H -0.157 -0.152 1.810  0.024
H -1.678 -1.961 0.427  0.094
H -0.568 1.799 1.010  0.026

**Net charge**: 0
**LUMO energy (alpha / beta)**: -0.016 / -0.011 hartree
**HOMO-LUMO gap (alpha / beta)**: 7.5 / 8.8 eV
**Molar mass**: 134.20 g mol⁻¹
**2S+1**: 1

#d
This record from the OMol25 dataset describes a single C4H10N2OS molecule. The level of theory is ωB97M-V with the def2-TZVPD basis set.

Last column: Löwdin charge in e.
Geometry (Å):
C 1.599 -1.436 -0.573  -0.112
N 1.314 0.013 -0.651  -0.067
C 0.096 0.544 -0.021  -0.337
C -0.834 1.235 -1.051  -0.542
S -1.519 2.803 -0.559  0.723
C -0.706 -0.552 0.716  -0.525
N -0.446 -0.666 2.056  0.180
O -1.537 -1.221 0.153  0.063
H 2.164 -1.676 0.339  0.072
H 2.292 -1.686 -1.375  0.080
H 0.708 -2.060 -0.532  0.069
H 1.341 0.230 -1.640  0.086
H 0.387 1.361 0.660  0.112
H -0.249 1.444 -1.944  0.067
H -1.653 0.559 -1.301  0.070
H -2.249 2.464 0.513  -0.142
H -1.033 -1.141 2.719  0.109
H 0.325 -0.214 2.491  0.094

**Net charge**: 0
**LUMO energy**: 0.030 hartree
**HOMO-LUMO gap**: 9.8 eV
**Molar mass**: 134.20 g mol⁻¹
**2S+1**: 1

Stability summary: most stable #b, least stable #c.

#a
This record from the OMol25 dataset describes 2 unconnected molecules or ions with the total composition C6H7N3O3. The level of theory is ωB97M-V with the def2-TZVPD basis set.

Last column: Löwdin charge in e.
Geometry (Å):
O -2.992 1.754 1.306  0.124
C -2.853 0.699 0.756  -0.522
N -1.738 0.153 0.138  0.166
C -2.083 -1.072 -0.343  -0.164
N -3.313 -1.368 -0.091  0.096
O -3.817 -0.257 0.603  0.044
H -0.865 0.624 0.087  0.098
H -1.408 -1.727 -0.882  0.125
N 3.239 -0.751 2.062  0.166
C 2.554 -0.945 1.141  -0.215
C 1.654 -1.228 0.058  -0.084
C 1.170 -0.314 -0.783  -0.101
C 1.461 1.160 -0.830  -0.261
O 2.583 1.587 -0.104  -0.053
H 1.350 -2.265 -0.026  0.112
H 0.446 -0.651 -1.536  0.108
H 1.661 1.438 -1.883  0.141
H 0.559 1.719 -0.533  0.116
H 2.391 1.444 0.860  0.104

**Net charge**: 0
**LUMO energy**: -0.011 hartree
**HOMO-LUMO gap**: 10.0 eV
**Molar mass**: 169.14 g mol⁻¹
**2S+1**: 1

#b
This record from the OMol25 dataset describes 2 unconnected molecules or ions with the total composition C6H7N3O3. The level of theory is ωB97M-V with the def2-TZVPD basis set.

Last column: Löwdin charge in e.
Geometry (Å):
C -1.446 2.699 -0.374  -0.083
C -2.184 1.851 0.387  -0.071
C -0.076 2.459 -0.613  -0.063
C -1.658 0.641 0.877  0.019
C 0.443 1.302 -0.154  -0.013
C -0.310 0.381 0.634  -0.233
N 1.934 -2.212 0.858  0.123
N 0.160 -0.850 1.093  0.160
N 0.797 -3.472 -1.604  -0.204
O 1.918 -3.033 -1.734  -0.043
O 0.330 -3.704 -0.463  -0.076
O 1.436 -0.973 0.679  -0.151
H -1.851 3.719 -0.654  0.131
H -3.207 2.017 0.410  0.086
H 0.378 3.116 -1.340  0.111
H -2.104 0.036 1.533  0.075
H 1.392 1.002 -0.322  0.073
H 2.848 -2.063 0.421  0.114
H 1.197 -2.914 0.365  0.044

**Net charge**: 0
**LUMO energy (alpha / beta)**: -0.060 / -0.093 hartree
**HOMO-LUMO gap (alpha / beta)**: 7.6 / 5.6 eV
**Molar mass**: 169.14 g mol⁻¹
**2S+1**: 1

Stability summary: most stable #a, least stable #b.

#a
This record from the OMol25 dataset describes a molecular structure, C30H21F10N4OPtSSe. The level of theory is ωB97M-V with the def2-TZVPD basis set.

Last column: Löwdin charge in e.
Geometry (Å):
Pt -0.056 0.740 -0.493  0.858
C 2.385 0.489 -3.112  -0.046
N 1.736 -0.078 -1.940  -0.258
C 2.665 -0.231 -0.819  -0.207
C 2.927 1.119 -0.167  -0.233
N 1.678 1.734 0.244  -0.148
C 1.514 3.084 0.140  -0.215
C 0.779 3.759 1.152  -0.185
F 0.394 3.043 2.210  0.052
C 0.480 5.100 1.126  -0.157
F -0.208 5.667 2.120  0.110
C 0.975 5.896 0.104  -0.154
F 0.717 7.213 0.066  0.096
C 1.758 5.310 -0.869  -0.158
F 2.273 6.072 -1.846  0.098
C 2.016 3.952 -0.852  -0.137
F 2.753 3.473 -1.883  0.054
C 1.002 -1.300 -2.263  -0.210
C -0.305 -0.971 -2.977  -0.232
N -1.069 0.007 -2.227  -0.141
C -1.778 0.975 -2.864  -0.209
C -1.504 1.588 -4.107  -0.135
F -0.398 1.248 -4.819  0.045
C -2.302 2.571 -4.663  -0.161
F -1.967 3.099 -5.851  0.095
C -3.444 3.007 -4.028  -0.158
F -4.217 3.961 -4.574  0.091
C -3.793 2.407 -2.825  -0.156
F -4.953 2.730 -2.247  0.109
C -2.993 1.432 -2.281  -0.180
F -3.422 0.814 -1.181  0.049
H 3.159 -0.192 -3.499  0.097
H 2.850 1.438 -2.861  0.072
H 1.653 0.677 -3.893  0.077
H 3.621 -0.684 -1.128  0.124
H 2.189 -0.875 -0.081  0.086
H 3.510 1.756 -0.835  0.096
H 3.543 0.948 0.729  0.113
H 0.758 -1.795 -1.326  0.081
H 1.599 -1.987 -2.886  0.124
H -0.891 -1.900 -3.035  0.113
H -0.102 -0.658 -4.002  0.096
Se -1.631 0.840 1.365  0.661
C -2.370 2.457 1.032  -0.806
N -2.885 3.475 0.846  0.058
O 0.178 -1.712 0.793  -0.605
S 0.013 -1.619 2.262  0.917
C -1.549 -2.461 2.619  -0.387
C -2.297 -2.089 3.723  -0.094
C -3.549 -2.656 3.916  -0.080
C -4.043 -3.576 3.003  -0.084
C -3.287 -3.933 1.894  -0.070
C -2.040 -3.365 1.694  -0.061
C 1.102 -2.941 2.885  -0.342
C 1.355 -3.095 4.239  -0.081
C 2.280 -4.038 4.658  -0.088
C 2.976 -4.796 3.726  -0.093
C 2.734 -4.621 2.370  -0.077
C 1.795 -3.692 1.950  -0.072
H -1.916 -1.348 4.416  0.112
H -4.151 -2.351 4.761  0.103
H -5.026 -4.006 3.146  0.100
H -3.677 -4.632 1.165  0.104
H -1.451 -3.595 0.814  0.115
H 0.836 -2.475 4.961  0.110
H 2.478 -4.172 5.714  0.101
H 3.711 -5.520 4.054  0.099
H 3.291 -5.190 1.636  0.103
H 1.592 -3.526 0.900  0.104

**Net charge**: -1
**LUMO energy**: 0.078 hartree
**HOMO-LUMO gap**: 5.9 eV
**Molar mass**: 949.61 g mol⁻¹
**2S+1**: 1

#b
This record from the OMol25 dataset describes a molecular structure, C30H21F10N4OPtSSe. The level of theory is ωB97M-V with the def2-TZVPD basis set.

Last column: Löwdin charge in e.
Geometry (Å):
Pt -1.233 -0.616 0.741  0.859
C -2.268 -2.883 2.398  -0.058
N -1.134 -1.954 2.314  -0.357
C 0.138 -2.689 2.048  -0.177
C 0.163 -3.147 0.589  -0.244
N -0.077 -1.986 -0.265  -0.205
C -0.474 -2.273 -1.572  -0.242
C 0.233 -1.739 -2.654  -0.185
F 1.357 -1.035 -2.437  0.035
C -0.172 -1.914 -3.964  -0.138
F 0.537 -1.375 -4.973  0.098
C -1.296 -2.667 -4.249  -0.144
F -1.685 -2.851 -5.519  0.105
C -2.012 -3.231 -3.209  -0.139
F -3.110 -3.955 -3.472  0.105
C -1.602 -3.024 -1.905  -0.150
F -2.356 -3.544 -0.921  0.080
C -1.091 -1.063 3.505  -0.180
C -2.212 -0.024 3.417  -0.246
N -2.175 0.606 2.101  -0.193
C -3.323 1.258 1.678  -0.234
C -4.593 0.688 1.604  -0.147
F -4.761 -0.601 1.966  0.074
C -5.701 1.362 1.124  -0.144
F -6.894 0.746 1.064  0.100
C -5.573 2.659 0.671  -0.149
F -6.637 3.320 0.191  0.104
C -4.332 3.269 0.724  -0.143
F -4.205 4.543 0.317  0.103
C -3.244 2.587 1.234  -0.184
F -2.084 3.253 1.332  0.078
H -2.135 -3.550 3.259  0.096
H -2.324 -3.469 1.482  0.074
H -3.193 -2.320 2.505  0.074
H 0.234 -3.536 2.741  0.122
H 0.960 -1.992 2.211  0.107
H -0.552 -3.971 0.437  0.096
H 1.162 -3.569 0.393  0.116
H -0.128 -0.550 3.487  0.116
H -1.166 -1.658 4.426  0.121
H -2.010 0.723 4.201  0.114
H -3.181 -0.478 3.673  0.097
Se -1.057 1.002 -1.031  0.654
C -2.686 0.985 -1.894  -0.772
N -3.693 1.017 -2.460  0.019
O 2.088 0.487 1.368  -0.519
S 2.316 0.447 -0.103  0.952
C 2.339 2.147 -0.685  -0.388
C 2.056 2.399 -2.017  -0.115
C 2.041 3.713 -2.465  -0.075
C 2.282 4.750 -1.575  -0.088
C 2.532 4.481 -0.234  -0.077
C 2.558 3.172 0.219  -0.061
C 4.087 0.163 -0.325  -0.347
C 4.609 -0.048 -1.593  -0.076
C 5.967 -0.289 -1.735  -0.085
C 6.787 -0.331 -0.614  -0.099
C 6.249 -0.137 0.650  -0.085
C 4.890 0.108 0.800  -0.072
H 1.811 1.581 -2.685  0.098
H 1.810 3.926 -3.500  0.104
H 2.249 5.775 -1.922  0.098
H 2.690 5.296 0.461  0.100
H 2.714 2.930 1.263  0.111
H 3.959 -0.025 -2.460  0.107
H 6.384 -0.452 -2.721  0.101
H 7.847 -0.525 -0.728  0.096
H 6.888 -0.178 1.523  0.099
H 4.432 0.254 1.771  0.104

**Net charge**: -1
**LUMO energy**: 0.081 hartree
**HOMO-LUMO gap**: 6.5 eV
**Molar mass**: 949.61 g mol⁻¹
**2S+1**: 1

Stability summary: most stable #b, least stable #a.

#a
This record from the OMol25 dataset describes 2 unconnected molecules or ions with the total composition C3H3Cl. The level of theory is ωB97M-V with the def2-TZVPD basis set.

Last column: Löwdin charge in e.
Geometry (Å):
C -1.855 1.205 -0.012  -0.113
C -0.684 0.943 -0.049  -0.076
C 1.300 -0.394 -0.052  -0.515
Cl 2.773 0.440 0.058  0.586
H -2.811 1.447 0.408  -0.004
H 0.945 -0.899 0.926  0.054
H 1.278 -0.995 -1.062  0.068

**Net charge**: 0
**LUMO energy**: -0.043 hartree
**HOMO-LUMO gap**: 8.7 eV
**Molar mass**: 74.51 g mol⁻¹
**2S+1**: 1

#b
This record from the OMol25 dataset describes a single C3H3Cl molecule. The level of theory is ωB97M-V with the def2-TZVPD basis set.

Last column: Löwdin charge in e.
Geometry (Å):
Cl -1.513 0.441 -1.582  0.478
C -0.148 -0.292 -0.615  -0.629
C -0.066 -0.296 1.000  0.041
C 0.558 0.570 0.265  -0.168
H 0.201 -1.155 -1.135  0.060
H -0.456 -0.579 1.948  0.081
H 1.425 1.310 0.119  0.136

**Net charge**: 0
**LUMO energy**: 0.041 hartree
**HOMO-LUMO gap**: 11.0 eV
**Molar mass**: 74.51 g mol⁻¹
**2S+1**: 1

Stability summary: most stable #b, least stable #a.